1.
{
  "formula": "C5H4S",
  "method": "ωB97M-V/def2-TZVPD",
  "total_energy_ha": -590.9066,
  "smiles": "C#CC=S.C#C",
  "relative_energy_kj_mol": 380.25,
  "charge": 0,
  "orbital_gap_ev": 7.960,
  "homo_ev": -9.0006,
  "species": ["C", "C", "C", "C", "C", "S", "H", "H", "H", "H"],
  "positions_angstrom": [[-1.7788, -0.3427, -1.7302], [-0.8937, -0.8671, -1.0955], [0.3050, -1.4150, -0.6960], [1.2349, 1.2595, 1.4146], [0.1664, 1.3910, 1.9504], [1.7298, -0.9387, -1.2269], [-2.4661, 0.4299, -2.1511], [0.3142, -2.3053, 0.1079], [2.1176, 1.2536, 0.8289], [-0.7293, 1.5348, 2.5980]]
}



2.
{
  "formula": "C18H22ClF2IOP",
  "method": "ωB97M-V/def2-TZVPD",
  "total_energy_ha": -2072.8111,
  "charge": 1,
  "orbital_gap_ev": 6.231,
  "homo_ev": -11.2304,
  "species": ["C", "C", "C", "Cl", "P", "I", "C", "C", "C", "O", "H", "H", "H", "H", "H", "H", "H", "H", "H", "H", "H", "H", "F", "C", "C", "C", "C", "C", "C", "H", "H", "H", "H", "H", "F", "C", "C", "C", "C", "C", "C", "H", "H", "H", "H", "H"],
  "positions_angstrom": [[4.2367, -3.2614, -2.5100], [4.0818, -1.6089, -2.4054], [3.0335, -0.9925, -3.5163], [2.2664, -2.3553, -4.5693], [1.7322, 0.0273, -2.5412], [2.4163, 2.4222, -2.5517], [0.0213, -0.1755, -3.3629], [-0.6695, -1.7419, -2.8635], [-1.8407, -1.6207, -1.5875], [-0.3134, -2.2052, -1.4135], [3.2200, -3.8216, -2.2759], [5.0172, -3.6557, -1.7037], [4.6470, -3.5853, -3.5818], [5.1539, -1.1484, -2.6488], [3.8223, -1.2644, -1.2928], [3.5781, -0.2779, -4.3021], [1.6541, -0.4103, -1.1457], [-0.8020, 0.5754, -3.0064], [0.0936, -0.2135, -4.5302], [-0.8717, -2.5976, -3.7583], [-2.2222, -2.6802, -1.2549], [-1.7225, -0.7327, -0.8347], [-0.7254, 2.4355, 0.0605], [-0.0789, 3.1093, 1.0211], [0.5493, 4.3102, 0.7102], [1.2182, 5.0146, 1.7112], [1.2607, 4.5041, 3.0109], [0.6313, 3.2953, 3.3119], [-0.0469, 2.5968, 2.3133], [0.5129, 4.6871, -0.3067], [1.7059, 5.9584, 1.4801], [1.7863, 5.0516, 3.7904], [0.6692, 2.8978, 4.3233], [-0.5491, 1.6603, 2.5317], [-6.0273, -1.5949, 3.9640], [-4.8341, -1.3905, 3.3905], [-3.8969, -2.4178, 3.3761], [-2.6563, -2.2071, 2.7745], [-2.3623, -0.9666, 2.2031], [-3.3077, 0.0598, 2.2271], [-4.5522, -0.1548, 2.8188], [-4.1399, -3.3719, 3.8322], [-1.9196, -3.0064, 2.7511], [-1.3928, -0.8013, 1.7379], [-3.0751, 1.0258, 1.7854], [-5.3020, 0.6291, 2.8384]]
}



3.
{
  "formula": "C4H12N2",
  "method": "ωB97M-V/def2-TZVPD",
  "total_energy_ha": -269.0499,
  "smiles": "CCCN(C)N",
  "relative_energy_kj_mol": 174.34,
  "charge": 0,
  "orbital_gap_ev": 8.943,
  "homo_ev": -7.7858,
  "species": ["C", "C", "C", "C", "N", "N", "H", "H", "H", "H", "H", "H", "H", "H", "H", "H", "H", "H"],
  "positions_angstrom": [[0.7417, -0.7547, -0.1820], [-0.5666, -1.3860, -0.6131], [0.2810, 1.5443, -0.8139], [-1.6908, -0.9013, 0.5178], [0.4824, 0.6180, 0.2872], [1.6381, 1.0648, 1.0588], [1.4774, 2.0453, 1.2899], [1.6144, 0.5444, 1.9339], [1.4929, -0.7593, -0.9882], [1.1400, -1.3025, 0.6776], [-0.8717, -1.0422, -1.6018], [-0.4741, -2.4712, -0.5999], [0.0448, 2.5377, -0.4120], [1.1676, 1.6184, -1.4658], [-0.5518, 1.1984, -1.4129], [-2.6034, -1.4334, 0.2686], [-1.3467, -1.2666, 1.4790], [-1.9752, 0.1458, 0.5768]]
}



4.
{
  "formula": "C6H12N2S4",
  "method": "ωB97M-V/def2-TZVPD",
  "total_energy_ha": -1938.0358,
  "relative_energy_kj_mol": 169.58,
  "charge": 0,
  "orbital_gap_ev": 8.568,
  "homo_ev": -8.2747,
  "species": ["C", "C", "C", "C", "C", "C", "H", "H", "H", "H", "H", "H", "H", "H", "H", "H", "H", "H", "N", "N", "S", "S", "S", "S"],
  "positions_angstrom": [[-0.9877, -4.1452, -1.8017], [0.4901, -3.4764, -1.9562], [0.0308, -1.0054, -1.4896], [-0.1867, 1.3178, 1.4625], [2.1694, 2.1813, 1.1761], [1.9230, 3.4715, 0.5603], [-0.8636, -5.1130, -1.1550], [-1.6284, -3.4530, -1.2716], [-1.5688, -4.3477, -2.8016], [1.1127, -3.6676, -1.0927], [0.8961, -4.1222, -2.8029], [0.8068, -1.6745, -3.2500], [1.1894, 0.6237, 0.1515], [3.2039, 1.8049, 0.8727], [2.3119, 2.2491, 2.3048], [2.8814, 4.1082, 0.8412], [1.9747, 3.5226, -0.5527], [1.0638, 4.0356, 0.9982], [0.5627, -2.0241, -2.2850], [0.9658, 1.3362, 0.8466], [-0.0146, 0.5010, -1.9615], [-0.5057, -1.5749, 0.2064], [-1.3317, 0.1017, 1.0074], [-0.8175, 2.2715, 2.6301]]
}



5.
{
  "formula": "H3PS2",
  "method": "ωB97M-V/def2-TZVPD",
  "total_energy_ha": -1139.4552,
  "smiles": "PSS",
  "relative_energy_kj_mol": 185.40,
  "charge": 0,
  "orbital_gap_ev": 7.889,
  "homo_ev": -9.4362,
  "species": ["P", "S", "S", "H", "H", "H"],
  "positions_angstrom": [[-0.2614, -1.0481, 0.2301], [-1.8108, 1.4578, -1.5910], [0.4294, 0.2901, -1.2215], [0.4006, -0.7966, 1.4526], [0.9373, -1.6526, -0.2222], [-1.4969, 2.5272, -1.0242]]
}



6.
{
  "formula": "C27H33BrN3O13",
  "method": "ωB97M-V/def2-TZVPD",
  "total_energy_ha": -4764.3372,
  "charge": 1,
  "orbital_gap_ev": 6.656,
  "homo_ev": -11.8158,
  "species": ["O", "C", "Br", "C", "C", "C", "C", "N", "C", "C", "C", "N", "C", "C", "N", "C", "H", "H", "H", "H", "H", "H", "H", "H", "H", "C", "C", "C", "O", "C", "O", "O", "H", "H", "H", "H", "H", "H", "C", "C", "C", "O", "C", "O", "O", "H", "H", "H", "H", "H", "H", "C", "C", "C", "O", "C", "O", "O", "H", "H", "H", "H", "H", "H", "C", "C", "C", "O", "C", "O", "O", "H", "H", "H", "H", "H", "H"],
  "positions_angstrom": [[3.8428, -3.9628, 2.9684], [3.5866, -2.8603, 3.6865], [3.3508, -2.8399, 5.7059], [3.4062, -1.3653, 2.9595], [1.7808, -1.0314, 3.0416], [1.2127, 0.0950, 4.0885], [-0.4551, 0.2087, 4.0124], [-1.1225, -0.7031, 3.0288], [-2.6639, -0.5765, 3.0507], [-3.5884, -0.5235, 4.3955], [-5.2065, -0.3453, 4.4381], [-5.9733, -0.1906, 3.1696], [-5.1775, -0.2566, 1.9121], [-3.5760, -0.4278, 1.6564], [-0.6725, -1.6084, 2.1299], [0.7866, -1.8542, 2.0492], [4.0632, -0.5563, 3.5129], [3.7701, -1.3759, 1.8394], [1.8560, 0.7499, 4.8256], [-1.0601, 0.9713, 4.7036], [-3.0355, -0.6237, 5.4428], [-5.7790, -0.2894, 5.4761], [-5.8179, -0.1330, 0.9095], [-3.0800, -0.4446, 0.5739], [1.2653, -2.6304, 1.3022], [1.0397, 0.8181, -2.2692], [0.1420, 1.8020, -1.5446], [-0.2022, 1.3704, -0.1491], [-1.4497, 2.0041, 0.0668], [-2.0313, 2.1256, -1.1615], [-3.2056, 2.4062, -1.3402], [-1.1320, 1.8791, -2.1595], [1.9014, 0.5363, -1.6592], [0.4913, -0.0848, -2.5555], [1.4104, 1.2656, -3.1990], [0.5904, 2.8028, -1.5508], [0.5382, 1.7026, 0.5841], [-0.3457, 0.2896, -0.0491], [7.0295, -1.5276, -3.4926], [5.6941, -0.8730, -3.1978], [5.8252, 0.5299, -2.6811], [4.6475, 0.6821, -1.9103], [4.3189, -0.5664, -1.4686], [3.5043, -0.7906, -0.5878], [5.0297, -1.5266, -2.1308], [7.6680, -0.8816, -4.1000], [7.5569, -1.7892, -2.5699], [6.8732, -2.4653, -4.0388], [5.0477, -0.9106, -4.0829], [5.8645, 1.2684, -3.4867], [6.6870, 0.6734, -2.0210], [2.3739, -2.8777, -8.4958], [3.4283, -1.8180, -8.2428], [4.8199, -2.3751, -8.1694], [5.4801, -1.4376, -7.3390], [4.5215, -0.9130, -6.5220], [4.7572, -0.2531, -5.5227], [3.2689, -1.2349, -6.9616], [2.6459, -3.5226, -9.3349], [2.2086, -3.4949, -7.6071], [1.4139, -2.4014, -8.7275], [3.3585, -1.0237, -8.9957], [5.2975, -2.4333, -9.1516], [4.8725, -3.3564, -7.6866], [-9.4613, 2.6955, 5.0351], [-8.3911, 3.2148, 5.9752], [-7.1458, 3.6590, 5.2650], [-6.1489, 3.4739, 6.2531], [-6.5895, 2.4587, 7.0513], [-5.8909, 1.8683, 7.8593], [-7.9067, 2.1833, 6.8169], [-9.6371, 3.3856, 4.2064], [-9.1957, 1.7124, 4.6339], [-10.4047, 2.5659, 5.5785], [-8.7944, 4.0157, 6.6065], [-7.1965, 4.7052, 4.9505], [-6.8906, 3.0369, 4.4008]]
}



7.
{
  "formula": "C38H52BBrF2N4ORuS8Si",
  "method": "ωB97M-V/def2-TZVPD",
  "total_energy_ha": -8142.2263,
  "spin_multiplicity": 2,
  "relative_energy_kj_mol": 18.20,
  "charge": -1,
  "orbital_gap_ev": [4.242, 5.506],
  "homo_ev": [-2.3168, -3.5821],
  "species": ["Ru", "S", "C", "S", "C", "C", "S", "S", "S", "N", "C", "C", "C", "C", "C", "N", "C", "H", "H", "H", "H", "C", "C", "C", "C", "Si", "Br", "C", "C", "C", "C", "C", "C", "C", "C", "H", "H", "H", "H", "H", "H", "H", "H", "H", "H", "H", "H", "H", "H", "H", "H", "H", "H", "H", "H", "H", "H", "H", "H", "H", "H", "H", "F", "B", "F", "O", "C", "C", "C", "C", "C", "S", "C", "C", "C", "C", "S", "C", "C", "C", "C", "S", "H", "H", "H", "H", "H", "H", "H", "H", "H", "C", "C", "C", "C", "N", "N", "H", "H", "H", "H", "H", "H", "H", "H", "H", "H", "H", "H"],
  "positions_angstrom": [[-0.8792, 0.5067, -1.3669], [-5.8522, 2.7812, -6.1251], [-4.7132, 2.2695, -5.0309], [-3.1305, 1.7555, -5.4653], [-2.5447, 1.3748, -3.8679], [-3.4187, 1.5825, -2.8604], [-3.0238, 1.2683, -1.1869], [-4.9798, 2.1974, -3.3333], [-0.9153, 0.7818, -3.6371], [-0.5117, -5.0953, 1.5054], [-0.9105, -4.4431, 0.6411], [-1.4004, -3.6492, -0.4398], [-2.1833, -4.2246, -1.4835], [-2.6097, -3.3160, -2.4586], [-2.2530, -1.9963, -2.4385], [-1.4342, -1.4444, -1.4366], [-1.0944, -2.3095, -0.4477], [-2.4412, -5.2717, -1.4909], [-3.2439, -3.6535, -3.2707], [-2.5839, -1.2955, -3.1855], [-0.5093, -1.8920, 0.3650], [-1.3257, 1.8230, 6.0433], [-0.7202, 1.7058, 4.6344], [0.7430, 1.2613, 4.7755], [-0.6924, 3.1091, 4.0106], [-1.6984, 0.4137, 3.5993], [-1.0533, 0.8729, 1.4603], [-1.1719, -1.3917, 3.9526], [-2.1334, -2.3528, 3.2346], [0.2585, -1.7079, 3.4693], [-1.2355, -1.7086, 5.4574], [-3.5933, 0.7062, 3.5852], [-4.2321, 0.1491, 4.8688], [-3.9061, 2.2071, 3.4975], [-4.2894, 0.0516, 2.3805], [-0.6915, 2.4792, 6.6499], [-1.3899, 0.8642, 6.5604], [-2.3233, 2.2622, 6.0282], [1.3096, 2.0660, 5.2564], [1.2079, 1.0592, 3.8083], [0.8511, 0.3714, 5.3947], [-0.1339, 3.7695, 4.6831], [-1.6796, 3.5423, 3.8669], [-0.1847, 3.1108, 3.0458], [-2.1937, -2.1650, 2.1603], [-3.1424, -2.3042, 3.6438], [-1.7695, -3.3750, 3.3629], [0.5018, -1.2563, 2.5067], [0.3578, -2.7903, 3.3545], [1.0110, -1.3801, 4.1861], [-2.2301, -1.5618, 5.8821], [-0.5282, -1.1154, 6.0386], [-0.9708, -2.7610, 5.6030], [-3.8008, 0.5619, 5.7827], [-4.1602, -0.9373, 4.9229], [-5.2978, 0.4022, 4.8673], [-3.5847, 2.7616, 4.3794], [-4.9910, 2.3277, 3.4146], [-3.4607, 2.6640, 2.6115], [-4.2180, -1.0332, 2.3763], [-3.9122, 0.4185, 1.4256], [-5.3527, 0.3106, 2.4274], [2.3921, -2.5780, -0.6151], [2.1348, -1.3277, -0.9627], [1.8006, -0.4729, 0.0090], [2.2570, -0.8220, -2.2108], [2.8580, -1.5452, -3.3171], [2.4374, -0.8075, -4.5698], [2.2377, 0.5273, -4.7292], [1.9329, 0.8738, -6.0725], [1.9304, -0.2033, -6.9014], [2.2513, -1.6538, -6.0570], [2.3350, -2.9631, -3.3417], [1.0163, -3.3094, -3.3683], [0.8284, -4.7135, -3.3143], [2.0082, -5.3934, -3.2685], [3.3518, -4.3406, -3.2680], [4.3694, -1.4810, -3.1628], [5.0949, -1.3356, -2.0164], [6.4975, -1.3302, -2.2404], [6.8044, -1.4704, -3.5586], [5.4062, -1.5892, -4.5282], [2.2563, 1.2434, -3.9237], [1.6914, 1.8771, -6.3913], [1.7072, -0.2290, -7.9555], [0.2099, -2.5853, -3.3932], [-0.1412, -5.1871, -3.2936], [2.1556, -6.4601, -3.2230], [4.6722, -1.2411, -1.0272], [7.2336, -1.2300, -1.4567], [7.7818, -1.5053, -4.0117], [3.6312, 3.3359, -2.0857], [2.3693, 3.4748, -1.2387], [1.8087, 4.8867, -1.3585], [2.6976, 3.1522, 0.2262], [1.4090, 2.5222, -1.8236], [0.1686, 2.4241, -1.1337], [4.4105, 4.0121, -1.7307], [3.4122, 3.5646, -3.1292], [4.0225, 2.3155, -2.0385], [2.5488, 5.6140, -1.0197], [0.9156, 5.0207, -0.7454], [1.5519, 5.1065, -2.3956], [3.5172, 3.7780, 0.5846], [2.9972, 2.1065, 0.3322], [1.8479, 3.3293, 0.8905], [1.8108, 1.5886, -1.7944], [-0.4613, 3.1605, -1.4394], [0.2908, 2.5041, -0.1254]]
}



8.
{
  "formula": "C8H6N2",
  "method": "ωB97M-V/def2-TZVPD",
  "total_energy_ha": -417.7555,
  "smiles": "c1ccnnc1.C#CC#C",
  "relative_energy_kj_mol": 491.77,
  "charge": 0,
  "orbital_gap_ev": 9.752,
  "homo_ev": -9.6312,
  "species": ["C", "C", "C", "C", "C", "C", "C", "C", "H", "H", "H", "H", "H", "H", "N", "N"],
  "positions_angstrom": [[1.6244, 0.5314, 1.0153], [1.8900, 1.0817, -0.2198], [2.1449, 0.1953, -1.2591], [1.6374, -0.8583, 1.0955], [-4.9009, -0.5247, -0.2476], [-3.7210, -0.2543, -0.1741], [-2.3824, 0.0453, -0.0868], [-1.1984, 0.3189, -0.0157], [1.4095, 1.1416, 1.8888], [1.8760, 2.1448, -0.4005], [2.3690, 0.5514, -2.2798], [1.4357, -1.3799, 2.0479], [-5.9609, -0.7378, -0.3447], [-0.2614, 0.5277, 0.0328], [2.1482, -1.1251, -1.1241], [1.8897, -1.6579, 0.0718]]
}